No. 1
{
  "formula": "C3H6IN2O2S",
  "method": "the ωB97M-V functional and the def2-TZVPD basis",
  "symbols": ["C", "C", "C", "N", "N", "O", "O", "S", "I", "H", "H", "H", "H", "H", "H"],
  "xyz": [[0.1307, 0.7863, 0.0313], [0.5586, -0.3271, -1.9797], [-0.6579, 1.0015, 1.2428], [-0.1054, -0.2233, -0.7354], [-0.3446, 1.7085, 2.2569], [3.1037, 1.7576, 0.6099], [3.6057, 1.6584, -1.7743], [4.1436, 1.5862, -0.4202], [4.6975, -0.9792, 0.0654], [0.5766, 1.7155, -0.3809], [0.9661, 0.5755, -2.4457], [-0.1586, -0.8294, -2.6272], [1.4806, -0.7992, -1.6228], [-1.6898, 0.1164, 1.3433], [0.4591, 2.3187, 2.0988]],
  "e_above_lowest_ev": 1.083,
  "homo_energy_ha": -0.1673,
  "e_tot_ev": -29219.6426,
  "total_charge": -1,
  "gap_ev": 7.8167
}

=====

No. 2
{
  "formula": "C26H48BFN2NbO15S",
  "method": "the ωB97M-V functional and the def2-TZVPD basis",
  "symbols": ["C", "C", "Nb", "F", "B", "O", "N", "C", "C", "C", "C", "C", "C", "C", "N", "S", "C", "O", "O", "H", "H", "H", "H", "H", "H", "H", "H", "H", "H", "H", "H", "H", "H", "H", "H", "C", "C", "O", "C", "O", "O", "C", "H", "H", "H", "H", "H", "H", "H", "H", "C", "C", "O", "C", "O", "O", "C", "H", "H", "H", "H", "H", "H", "H", "H", "C", "C", "O", "C", "O", "O", "C", "H", "H", "H", "H", "H", "H", "H", "H", "C", "C", "O", "C", "O", "O", "C", "H", "H", "H", "H", "H", "H", "H", "H"],
  "xyz": [[1.7885, 3.8319, 4.2086], [2.3204, 3.4362, 3.1875], [3.3854, 2.8992, 1.2874], [4.1503, 1.1822, 2.0698], [2.5492, 4.8375, 0.2938], [1.3254, 5.3829, 0.6731], [3.3598, 5.4787, -0.7745], [3.7054, 6.8662, -0.4286], [2.6731, 5.4481, -2.0772], [4.5942, 2.6355, -0.6220], [5.9970, 2.6001, -0.5237], [6.8416, 2.4640, -1.6202], [6.2017, 2.3226, -2.8609], [4.8124, 2.3362, -2.8671], [4.0042, 2.5015, -1.8298], [1.4402, 1.4607, 0.4131], [0.9748, 0.2578, 1.7054], [1.7333, 0.6569, -0.7858], [0.2675, 2.3549, 0.2726], [1.4768, 4.3260, 5.1000], [4.8460, 3.7700, 1.9370], [0.8094, 5.5675, -0.1232], [4.2939, 6.8912, 0.4881], [4.2715, 7.2809, -1.2694], [2.7917, 7.4759, -0.3359], [1.9944, 4.5920, -2.1356], [2.1354, 6.3874, -2.2763], [3.4259, 5.2908, -2.8574], [6.4406, 2.6804, 0.4633], [7.9192, 2.4671, -1.5264], [6.7718, 2.1830, -3.7704], [4.3268, 2.1976, -3.8348], [1.8266, 0.0664, 2.3580], [0.0947, 0.6081, 2.2416], [0.7084, -0.6583, 1.1719], [-5.6205, -2.0978, 0.6545], [-4.5019, -2.0859, -0.3656], [-4.2162, -0.7590, -0.8161], [-3.4962, -0.0126, 0.0338], [-3.0790, -0.3785, 1.1033], [-3.3322, 1.1844, -0.5074], [-2.6284, 2.1242, 0.3267], [-6.5026, -1.5899, 0.2605], [-5.8913, -3.1204, 0.9199], [-5.3251, -1.5750, 1.5634], [-4.7986, -2.6431, -1.2535], [-3.5988, -2.5529, 0.0287], [-1.6852, 1.7240, 0.6624], [-3.2552, 2.4041, 1.1762], [-2.4349, 3.0041, -0.2775], [-6.3724, 1.1202, 4.2333], [-7.0813, 0.6775, 5.4942], [-8.5101, 0.7319, 5.3428], [-9.0492, -0.2703, 4.6542], [-8.4635, -1.2055, 4.1765], [-10.3660, -0.0547, 4.5733], [-11.0661, -1.0203, 3.7894], [-6.7226, 2.1058, 3.9230], [-5.2951, 1.1630, 4.3918], [-6.5695, 0.4318, 3.4122], [-6.8454, 1.3537, 6.3140], [-6.7738, -0.3237, 5.7958], [-10.8539, -2.0316, 4.1301], [-10.8010, -0.9146, 2.7382], [-12.1262, -0.8155, 3.9126], [3.6478, -1.6389, -1.5721], [3.3699, -2.1509, -0.1791], [4.0077, -3.4307, 0.0407], [5.3097, -3.3968, 0.2872], [6.0072, -2.4222, 0.3650], [5.7332, -4.6639, 0.4389], [7.1381, -4.7788, 0.6405], [3.3709, -2.3888, -2.3192], [3.0878, -0.7269, -1.7644], [4.7089, -1.4263, -1.7102], [2.2999, -2.3143, -0.0602], [3.6753, -1.4323, 0.5819], [7.4707, -4.1490, 1.4635], [7.6731, -4.5157, -0.2718], [7.3374, -5.8200, 0.8830], [-0.3673, -3.2666, -2.2552], [0.3446, -4.5906, -2.4401], [-0.3373, -5.4144, -3.4041], [-0.1319, -5.0985, -4.6781], [0.5762, -4.2213, -5.0950], [-0.8557, -5.9355, -5.4327], [-0.7836, -5.6626, -6.8307], [-1.4184, -3.4291, -2.0084], [0.0972, -2.6845, -1.4592], [-0.3404, -2.6728, -3.1678], [0.3341, -5.1453, -1.5036], [1.3868, -4.4515, -2.7262], [0.2493, -5.6191, -7.1702], [-1.2930, -4.7268, -7.0582], [-1.2932, -6.4786, -7.3368]],
  "homo_energy_ha": -0.1948,
  "e_tot_ev": -77210.6294,
  "total_charge": -1,
  "gap_ev": 6.4938
}

=====

No. 3
{
  "formula": "C33H83N6O15V",
  "method": "the ωB97M-V functional and the def2-TZVPD basis",
  "symbols": ["O", "V", "O", "O", "C", "O", "O", "H", "C", "O", "C", "C", "N", "C", "C", "O", "C", "H", "H", "H", "H", "H", "H", "H", "H", "H", "H", "H", "H", "H", "H", "H", "C", "O", "C", "C", "N", "C", "C", "O", "C", "H", "H", "H", "H", "H", "H", "H", "H", "H", "H", "H", "H", "H", "H", "H", "C", "O", "C", "C", "N", "C", "C", "O", "C", "H", "H", "H", "H", "H", "H", "H", "H", "H", "H", "H", "H", "H", "H", "H", "C", "O", "C", "C", "N", "C", "C", "O", "C", "H", "H", "H", "H", "H", "H", "H", "H", "H", "H", "H", "H", "H", "H", "H", "C", "C", "C", "O", "C", "N", "H", "H", "H", "H", "H", "H", "H", "H", "H", "H", "H", "C", "C", "C", "O", "C", "N", "H", "H", "H", "H", "H", "H", "H", "H", "H", "H", "H"],
  "xyz": [[4.8461, -13.9783, 22.8960], [3.7961, -12.8313, 23.4376], [4.7274, -11.5735, 23.6709], [-0.1416, -13.2911, 23.9971], [1.1802, -13.1673, 23.7853], [1.8894, -14.0066, 23.3031], [1.7243, -12.1010, 24.1963], [-0.4144, -12.5377, 24.5258], [4.3719, -9.5510, 33.9838], [5.4501, -10.4511, 33.7967], [6.1426, -10.4424, 32.6047], [5.2885, -10.8107, 31.3950], [5.8919, -10.2889, 30.1224], [7.3363, -10.6063, 29.8761], [7.8086, -10.3092, 28.4608], [6.9537, -11.0128, 27.5934], [7.2749, -10.9598, 26.2018], [4.7413, -8.5268, 33.9326], [4.0896, -9.7250, 35.0221], [3.5360, -9.6267, 33.2884], [6.9750, -11.1238, 32.7807], [6.6541, -9.4976, 32.4209], [4.3147, -10.3236, 31.4446], [5.1419, -11.8904, 31.3660], [5.3651, -10.7678, 29.4060], [7.4397, -11.6877, 29.9659], [7.9824, -10.1001, 30.5934], [8.8401, -10.6610, 28.4446], [7.8655, -9.2517, 28.2029], [7.2680, -9.8968, 25.9606], [6.5238, -11.5678, 25.6975], [8.2519, -11.3816, 25.9659], [-2.7198, -11.5035, 25.7085], [-1.3944, -11.0384, 25.6852], [-1.0855, -9.9738, 26.5929], [0.0724, -9.1107, 26.0788], [1.2614, -9.9056, 26.1104], [2.4412, -9.1634, 25.6540], [2.7712, -7.9932, 26.5856], [4.0296, -7.3896, 26.4682], [5.0596, -7.9850, 27.2762], [-2.8922, -11.9290, 26.6971], [-2.9036, -12.2129, 24.9017], [-3.4218, -10.6986, 25.4909], [-0.8542, -10.4421, 27.5496], [-1.9655, -9.3390, 26.6967], [0.0602, -8.2880, 26.7937], [-0.0606, -8.6491, 25.1004], [1.1180, -10.7812, 25.6280], [2.3510, -8.6785, 24.6820], [3.2780, -9.8618, 25.6468], [2.7123, -8.3781, 27.6037], [2.0364, -7.2159, 26.3760], [5.9659, -7.3863, 27.1858], [5.3019, -8.9768, 26.8946], [4.8488, -8.2125, 28.3212], [4.3930, -14.7010, 19.7497], [3.0093, -14.5988, 19.9899], [2.1111, -14.9070, 18.8527], [0.7943, -15.1594, 19.5458], [0.2265, -14.0998, 20.3177], [-0.2115, -12.9606, 19.5566], [-0.6664, -11.9105, 20.6176], [0.3751, -11.1126, 21.2250], [-0.1220, -10.1976, 22.1494], [4.5270, -14.3051, 18.7430], [4.6478, -15.7605, 19.7738], [4.9267, -14.1179, 20.5003], [2.5106, -15.8401, 18.4554], [2.1124, -14.1067, 18.1127], [1.0074, -15.9977, 20.2091], [0.0242, -15.4589, 18.8348], [0.6024, -13.8806, 21.2291], [-1.0011, -13.2122, 18.8486], [0.6397, -12.5840, 18.9895], [-1.1713, -12.4078, 21.4458], [-1.4287, -11.2388, 20.2227], [0.7086, -9.8416, 22.7589], [-0.9132, -10.5530, 22.8096], [-0.4733, -9.2863, 21.6656], [3.6062, -14.7516, 25.8435], [3.9493, -13.3915, 25.6079], [4.1054, -12.6038, 26.7746], [2.8123, -12.4766, 27.6289], [2.6884, -11.2855, 28.3187], [1.8726, -11.3980, 29.5156], [1.7199, -9.9720, 30.0894], [0.8595, -10.0409, 31.2386], [0.6857, -8.7450, 31.8481], [3.3790, -15.2951, 24.9264], [2.6766, -14.8123, 26.4093], [4.4137, -15.3094, 26.3178], [4.2417, -11.5705, 26.4558], [4.9743, -12.8936, 27.3655], [2.6372, -13.2692, 28.3563], [1.9933, -12.5636, 26.9148], [2.2943, -10.6078, 27.6820], [2.3946, -12.1051, 30.1604], [0.9522, -11.9208, 29.2554], [1.1927, -9.3404, 29.3744], [2.6742, -9.4866, 30.2938], [0.2037, -8.0524, 31.1581], [1.6216, -8.4812, 32.3408], [0.0002, -8.7471, 32.6956], [5.3452, -11.1354, 20.4990], [3.8587, -10.8129, 20.7926], [3.1106, -10.2114, 19.5547], [3.9372, -9.1001, 19.0415], [3.6748, -8.6763, 17.7103], [3.0735, -11.9108, 21.3787], [5.7167, -11.7713, 21.3026], [5.9629, -10.2373, 20.4901], [5.4328, -11.7436, 19.5988], [3.8350, -10.0952, 21.6127], [2.1141, -9.8398, 19.7933], [3.0115, -11.0097, 18.8192], [2.6089, -8.6640, 17.4828], [4.1016, -9.4621, 17.0870], [4.1552, -7.7008, 17.6347], [3.0511, -12.6574, 20.6988], [2.0963, -11.6729, 21.2869], [3.2636, -17.4487, 21.9619], [4.6396, -17.9843, 22.3352], [5.0973, -17.5086, 23.7375], [6.3144, -18.1159, 24.0557], [6.9749, -17.5206, 25.2198], [4.8016, -19.4449, 22.2630], [2.5113, -18.0837, 22.4299], [3.0253, -17.5162, 20.9004], [3.1777, -16.4303, 22.3407], [5.3451, -17.5701, 21.6150], [4.3190, -17.8321, 24.4287], [5.0986, -16.4194, 23.7794], [7.0679, -16.4473, 25.0539], [7.9775, -17.9327, 25.3341], [6.4934, -17.6382, 26.1906], [4.1478, -19.6732, 22.9982], [5.6593, -19.4839, 22.7949]],
  "multiplicity": 2,
  "homo_energy_ha": [-0.0923, -0.1659],
  "s2": 0.75,
  "e_tot_ev": -100904.1683,
  "total_charge": -1,
  "gap_ev": [4.7165, 6.7184]
}